The following is a quantum chemistry calculation of one molecule with the formula C13H16N2O2S, from the OMol25 dataset.

As for the relative energy (zero: lowest compared OMol25 entry of this formula, charge and spin): 0.419 eV. As for the strongest force on any atom: 1.08 eV/A. The molar mass is 264.35 g/mol. The SMILES is CC(C)NC(=O)CCn1c(=S)oc2ccccc21. For the HOMO-LUMO gap, the calculation gives 8.800 eV. The calculation puts the total energy at -1163.19854 a.u.

Positions of all 34 atoms, in Å:
C 0.320772 1.538791 -3.662085
C 1.017046 1.444468 -2.306437
C 1.900873 0.203539 -2.217857
N 0.027653 1.426034 -1.244066
C -0.073277 2.391804 -0.305415
O 0.635978 3.370380 -0.270250
C -1.164646 2.129167 0.732140
C -0.652339 1.196863 1.838104
N -0.286572 -0.097265 1.329105
C 1.001057 -0.551019 1.206402
S 2.350900 0.196762 1.720315
O 0.997224 -1.754981 0.591485
C -0.298761 -2.072987 0.315838
C -0.802340 -3.193198 -0.308634
C -2.181864 -3.256991 -0.457437
C -3.010103 -2.244421 0.007398
C -2.502437 -1.115859 0.634532
C -1.128175 -1.039680 0.776595
H 1.058639 1.607780 -4.456116
H -0.313485 2.421113 -3.700692
H -0.293888 0.656673 -3.836547
H 1.618372 2.341862 -2.132072
H 2.655510 0.227267 -2.998695
H 2.405201 0.164313 -1.255747
H 1.305014 -0.700562 -2.340469
H -0.626645 0.658622 -1.255016
H -1.429915 3.082979 1.187283
H -2.047103 1.703132 0.252157
H 0.245628 1.623657 2.293628
H -1.422343 1.069851 2.605621
H -0.151253 -3.977018 -0.657077
H -2.617919 -4.116804 -0.940791
H -4.077634 -2.335644 -0.119909
H -3.154000 -0.340226 1.003103

Force components x, y, z for each atom (eV/Å):
C 0.2 0.2 0.2
C 0.2 0.0 -0.2
C 0.0 0.3 0.1
N 0.0 -0.2 -0.3
C -0.6 -0.3 0.2
O 0.3 0.4 0.1
C 0.3 0.0 0.0
C -0.2 0.5 0.1
N 0.5 -0.7 -0.1
C 0.2 0.8 0.5
S 0.4 0.0 0.0
O 0.0 -0.1 -0.1
C -1.1 0.2 0.0
C 0.3 0.2 0.2
C -0.1 0.0 0.0
C -0.1 -0.1 -0.1
C 0.2 0.1 0.1
C 0.0 -0.7 -0.3
H 0.1 0.0 -0.1
H -0.1 0.1 0.0
H -0.1 -0.1 0.0
H -0.1 -0.1 0.0
H 0.1 -0.1 -0.1
H 0.0 0.0 0.1
H -0.1 -0.1 0.0
H -0.1 0.1 0.1
H 0.0 0.0 -0.1
H 0.0 0.0 0.0
H -0.2 -0.1 0.0
H 0.1 0.0 0.0
H 0.1 -0.1 -0.1
H 0.0 -0.1 0.0
H -0.1 0.0 0.0
H -0.1 0.1 0.0